No. 1
3 unconnected molecules or ions with the total composition C20H43N5O4PS in a non-equilibrium geometry. Source: the Open Molecules 2025 dataset; level of theory: ωB97M-V/def2-TZVPD.

The frontier orbital gap comes out at 8.567 eV. Its charge is +1. Its strongest force on any atom is 10.5 eV Å⁻¹. For the HOMO energy, the calculation gives -12.41 eV.

```
74
Properties=species:S:1:pos:R:3:forces:R:3:lowdin_charge:R:1
C 3.478 -1.182 3.175 0.838 0.527 0.402 -0.112
C 3.323 -0.659 1.630 0.441 0.886 0.788 -0.233
N 2.458 -1.520 0.739 0.183 -1.405 0.542 -0.141
C 1.078 -1.786 1.378 0.794 0.832 -0.346 -0.162
C -0.007 -1.694 0.159 2.921 -0.232 -1.160 -0.200
N -1.477 -1.862 0.601 0.453 3.004 0.924 -0.501
C -1.891 -0.793 1.628 -0.767 2.187 2.391 -0.180
C -3.428 -0.986 2.196 -1.203 1.093 -0.335 -0.151
C -4.373 0.287 1.664 -0.714 0.045 -0.333 -0.385
C -4.193 1.649 2.558 -0.282 0.270 -0.661 -0.121
C -5.972 -0.190 1.550 0.618 0.864 -0.684 -0.095
P -1.558 -3.520 1.290 -0.322 -5.959 0.885 0.992
N -1.413 -3.407 3.099 0.046 -0.001 -1.281 -0.150
O -3.097 -4.281 1.038 1.538 1.973 2.994 -0.297
S -2.384 -1.702 -0.924 -6.437 -3.173 -7.637 0.771
C -2.274 0.070 -1.629 0.554 1.669 0.175 -0.117
O -3.892 -2.001 -0.792 5.247 1.591 1.233 -0.326
O -1.847 -2.624 -2.053 -0.135 3.250 4.782 -0.325
C 3.129 -2.809 0.323 3.608 -4.158 1.581 -0.290
C 2.923 -3.329 -1.254 -0.927 1.000 0.832 -0.027
O 3.921 -3.579 1.077 -4.755 5.194 -3.901 -0.012
H 4.623 -1.070 3.473 -2.511 -0.422 -0.560 0.099
H 2.897 -0.439 3.889 1.057 -1.741 -1.397 0.083
H 3.155 -2.306 3.349 0.704 2.444 -0.471 0.084
H 4.367 -0.526 1.101 -2.152 -0.439 1.168 0.115
H 2.842 0.426 1.681 0.951 -2.343 -0.415 0.130
H 0.914 -0.885 2.123 0.299 -2.095 -1.315 0.136
H 1.175 -2.830 1.895 -0.841 1.966 -0.787 0.125
H 0.317 -2.539 -0.621 -1.340 1.696 1.786 0.127
H 0.141 -0.671 -0.438 -0.532 -2.061 1.702 0.163
H -1.729 0.304 1.187 -0.417 -2.545 0.740 0.147
H -1.208 -0.819 2.606 -1.126 -0.376 -2.590 0.136
H -3.472 -0.997 3.380 0.467 0.001 -2.543 0.139
H -3.970 -1.951 1.818 1.396 1.745 0.556 0.086
H -4.077 0.583 0.546 -0.465 -0.826 2.414 0.106
H -4.397 1.470 3.698 0.640 0.203 -2.161 0.087
H -4.995 2.458 2.206 1.818 -1.801 0.628 0.096
H -3.121 2.122 2.341 -2.303 -0.977 0.755 0.078
H -6.486 0.565 0.782 1.047 -1.722 1.721 0.098
H -6.549 -0.090 2.565 1.232 -0.454 -1.904 0.089
H -6.004 -1.270 1.078 -0.122 2.173 1.109 0.080
H -0.540 -2.894 3.362 -0.988 -0.680 -0.279 0.034
H -1.328 -4.400 3.475 -0.122 1.554 -0.848 0.083
H -3.603 -4.315 1.924 0.759 0.220 -1.873 0.099
H -1.239 0.180 -2.163 -2.068 -0.376 0.963 0.094
H -3.188 0.242 -2.378 2.001 -1.142 1.746 0.133
H -2.381 0.895 -0.806 0.234 -1.681 -1.405 0.058
H 2.330 -4.343 -1.226 1.474 1.877 -0.059 0.101
H 3.953 -3.410 -1.834 -2.226 0.065 1.529 0.109
H 2.235 -2.532 -1.763 1.429 -1.500 0.680 0.068
C -0.868 4.249 -3.143 0.141 -0.026 -0.050 -0.113
C -2.272 3.983 -3.677 0.395 -0.111 -0.076 -0.276
C -3.359 4.708 -2.881 0.059 -0.516 0.924 -0.184
C -3.335 4.241 -1.435 -0.110 -2.409 8.079 -0.148
N -3.315 3.854 -0.235 -0.068 2.837 -9.510 0.109
H -0.749 3.884 -2.118 -0.054 0.114 -0.061 0.065
H -0.123 3.735 -3.759 -0.083 0.136 0.060 0.075
H -0.640 5.321 -3.156 0.004 -0.186 0.031 0.084
H -2.458 2.902 -3.661 -0.121 0.146 -0.057 0.096
H -2.320 4.303 -4.724 -0.154 -0.035 0.170 0.115
H -4.343 4.496 -3.311 0.065 0.054 0.284 0.117
H -3.201 5.792 -2.913 -0.034 -0.165 0.188 0.123
C 7.203 1.849 -2.212 0.094 0.087 -0.052 -0.110
C 6.743 0.572 -1.516 0.421 0.175 -0.003 -0.271
C 5.225 0.387 -1.556 -0.243 0.891 0.603 -0.199
C 4.547 1.550 -0.849 -4.089 6.354 3.853 -0.175
N 3.986 2.515 -0.263 4.441 -7.688 -4.610 0.111
H 6.804 2.743 -1.722 -0.012 -0.128 -0.069 0.072
H 8.295 1.925 -2.184 -0.180 -0.027 -0.049 0.078
H 6.887 1.860 -3.261 0.059 0.028 0.136 0.080
H 7.089 0.591 -0.475 -0.132 -0.105 -0.138 0.115
H 7.221 -0.288 -1.999 -0.187 0.017 0.108 0.113
H 4.947 -0.548 -1.057 -0.142 0.205 -0.020 0.085
H 4.870 0.338 -2.591 -0.063 0.136 0.178 0.119
```
Positions in Å, forces in eV/Å.

***

No. 2
3 unconnected molecules or ions with the total composition C20H44B2NO8 in a non-equilibrium geometry. Source: the Open Molecules 2025 dataset; level of theory: ωB97M-V/def2-TZVPD.

The frontier orbital gap comes out at 6.888 eV. For the energy above the lowest of the compared OMol25 structures with the same formula, charge and spin, the calculation gives 703.4 kJ/mol. Its charge is -1. Its strongest force on any atom is 8.5 eV Å⁻¹. For the HOMO energy, the calculation gives -4.38 eV.

```
75
Properties=species:S:1:pos:R:3:forces:R:3:lowdin_charge:R:1
C 4.563 -1.438 1.717 -0.343 -0.020 -0.196 -0.155
C 4.846 -2.466 0.435 0.441 0.934 0.345 -0.265
C 3.918 -2.146 -0.879 0.005 -0.624 0.151 -0.240
C 2.291 -2.190 -0.594 0.478 -0.305 -0.551 -0.205
C 1.525 -1.232 -1.687 -0.104 0.405 -0.031 -0.228
C 1.266 0.311 -1.186 1.473 -0.106 -0.945 -0.181
B 0.168 0.406 0.065 -0.469 -0.021 -1.277 -0.627
C -1.366 0.628 -0.486 -1.582 0.795 0.228 -0.203
C -2.480 -0.143 0.482 -0.260 0.343 -1.667 -0.214
C -2.492 -1.729 0.065 0.534 0.243 -0.445 -0.184
C -1.786 -2.738 1.148 1.568 1.149 -0.656 -0.220
N -2.720 -3.328 2.182 -0.751 -2.395 -0.786 -0.052
C -3.855 -4.120 1.566 0.238 -4.262 -2.712 -0.305
C -5.359 -3.391 1.634 1.220 0.899 -0.333 -0.060
O -3.688 -5.328 0.958 -1.071 7.381 4.027 -0.084
B 0.633 1.482 1.243 0.168 1.293 0.729 -0.350
O 0.320 2.932 1.250 0.347 -1.514 -1.268 -0.031
C 1.541 0.864 2.494 0.056 0.538 0.314 -0.194
C 0.658 0.562 3.847 0.839 0.056 -0.056 -0.143
H 3.845 -1.924 2.512 1.385 0.930 -1.609 0.072
H 5.573 -1.186 2.255 -1.938 -0.436 -1.022 0.063
H 4.038 -0.432 1.364 1.263 -2.148 0.671 0.075
H 4.743 -3.565 0.831 0.135 2.031 -0.975 0.099
H 5.976 -2.275 0.129 -2.277 -0.631 0.537 0.095
H 4.243 -1.108 -1.332 -0.744 -1.950 1.010 0.112
H 4.155 -2.973 -1.694 -0.394 1.750 1.542 0.104
H 2.073 -1.908 0.533 0.254 -0.385 -2.450 0.096
H 1.934 -3.314 -0.774 0.761 2.340 0.559 0.109
H 2.166 -1.200 -2.680 -1.220 -0.351 1.850 0.097
H 0.475 -1.690 -1.939 1.914 0.757 0.440 0.097
H 0.926 0.941 -2.131 0.688 -1.174 1.709 0.100
H 2.311 0.765 -0.863 -1.646 -0.886 -0.787 0.093
H 0.186 -0.669 0.589 0.057 -0.770 0.431 0.062
H -1.492 0.299 -1.626 -0.146 0.592 2.274 0.101
H -1.648 1.784 -0.410 0.335 -2.060 -0.494 0.086
H -2.274 0.045 1.629 -0.386 -0.434 -2.325 0.120
H -3.530 0.316 0.156 1.947 -1.031 1.122 0.096
H -3.592 -2.001 -0.229 2.000 0.043 0.733 0.092
H -1.854 -1.812 -0.940 -1.370 0.112 2.241 0.111
H -0.998 -2.078 1.755 -1.776 -1.426 -1.372 0.116
H -1.129 -3.564 0.594 -1.653 1.567 1.020 0.127
H -2.146 -4.057 2.702 -0.924 1.099 -0.934 0.120
H -5.755 -3.316 0.528 0.600 -0.531 2.318 0.083
H -6.093 -3.931 2.372 1.532 0.826 -1.652 0.080
H -5.216 -2.263 1.999 -0.157 -2.623 -0.676 0.089
H -0.081 3.223 0.373 0.665 -1.034 1.712 0.104
H 2.389 1.642 2.746 -1.298 -1.630 -0.231 0.101
H 1.976 -0.156 2.097 -0.659 2.133 0.943 0.068
H 1.426 0.416 4.745 -1.845 0.356 -1.686 0.070
H 0.086 -0.452 3.709 0.815 2.110 0.302 0.069
H -0.071 1.475 4.068 1.466 -2.117 -0.318 0.082
C 0.885 -2.654 -6.117 -0.259 -0.406 -0.062 -0.051
O 1.589 -1.495 -5.675 0.536 0.769 -0.808 -0.012
C 2.107 -0.741 -6.678 -0.120 -0.166 -0.123 -0.559
O 2.015 -0.975 -7.872 0.150 0.337 1.527 0.098
O 2.744 0.320 -6.120 -0.495 -0.846 -0.344 -0.006
C 3.342 1.207 -7.063 0.179 0.281 -0.237 -0.057
H 0.514 -3.182 -5.234 0.214 0.358 0.002 0.096
H 0.026 -2.372 -6.735 0.253 -0.050 -0.023 0.097
H 1.553 -3.326 -6.665 -0.149 0.203 -0.052 0.096
H 2.582 1.644 -7.718 0.157 -0.207 0.006 0.096
H 4.108 0.689 -7.648 -0.253 0.047 -0.018 0.095
H 3.823 2.017 -6.507 -0.204 -0.307 0.153 0.094
C -0.844 4.942 2.891 0.362 -0.363 -0.525 -0.057
O -1.731 5.289 3.952 -1.593 0.607 0.093 -0.012
C -2.996 5.575 3.551 0.506 -0.248 -0.595 -0.561
O -3.405 5.557 2.401 0.415 0.136 1.691 0.107
O -3.726 5.885 4.652 0.392 -0.147 -0.521 -0.017
C -5.088 6.211 4.380 -0.342 0.061 -0.061 -0.062
H 0.138 4.733 3.326 -0.379 0.016 0.105 0.097
H -1.191 4.040 2.377 0.108 0.410 0.157 0.082
H -0.738 5.774 2.188 -0.144 -0.159 0.041 0.099
H -5.605 5.360 3.925 0.134 0.218 -0.085 0.097
H -5.152 7.095 3.736 0.005 -0.261 -0.036 0.095
H -5.576 6.442 5.331 0.356 -0.099 -0.041 0.089
```
Positions in Å, forces in eV/Å.

***

No. 3
A gas-phase ion, C20H44BClF2N5O3P2S (charge +1). Source: the Open Molecules 2025 dataset; level of theory: ωB97M-V/def2-TZVPD.

Its SMILES is [H]/N=C/C[C@]1(F)[C@@H](S)[C@@](P(C)C)(P(O)Cl)[N@+](C[C@@H](C)F)(B(O)N(C)C)[C@@H](O)[C@]1(CCN)NCCCC. The frontier orbital gap comes out at 9.154 eV. Its charge is +1. Its strongest force on any atom is 1.0 eV Å⁻¹. For the HOMO energy, the calculation gives -11.63 eV.

```
79
Properties=species:S:1:pos:R:3:forces:R:3:lowdin_charge:R:1
H -3.462 -0.837 3.017 -0.022 0.015 -0.022 0.062
N -3.715 -0.789 2.031 -0.080 -0.076 0.098 0.119
C -2.824 -0.206 1.353 0.060 0.138 0.047 -0.312
C -3.095 0.043 -0.103 -0.030 -0.072 -0.080 -0.092
C -2.015 0.201 -1.195 -0.141 0.189 -0.111 -0.359
F -2.788 0.748 -2.228 0.070 -0.036 0.102 -0.031
C -1.533 -1.191 -1.737 0.132 0.129 -0.155 -0.550
S -1.639 -1.386 -3.554 -0.083 -0.012 0.087 0.842
C -0.307 -1.826 -1.019 -0.103 -0.139 0.063 -0.556
P -1.037 -2.510 0.697 0.088 0.077 -0.074 1.014
C -0.230 -4.072 1.257 0.056 -0.080 -0.197 -0.274
C -2.604 -3.303 0.169 -0.040 -0.134 -0.127 -0.267
P 0.244 -3.450 -1.789 0.135 0.094 0.189 0.677
O 1.688 -3.338 -0.967 -0.067 -0.417 0.051 -0.365
Cl 1.041 -3.333 -3.714 0.072 -0.100 -0.025 0.281
N 0.817 -0.783 -0.784 0.319 -0.076 0.035 0.013
C 1.578 -0.680 -2.113 -0.242 0.191 -0.333 -0.103
C 2.569 0.440 -2.471 0.120 -0.143 0.265 -0.313
C 3.918 -0.090 -2.942 -0.043 0.022 -0.124 -0.004
F 2.008 1.140 -3.550 0.070 0.100 0.060 -0.030
B 1.947 -1.195 0.310 -0.334 -0.255 -0.323 -0.641
O 3.221 -1.069 -0.172 -0.191 0.307 -0.172 0.174
N 1.628 -1.672 1.603 0.629 0.765 0.129 -0.092
C 0.953 -0.870 2.638 -0.136 -0.143 0.052 -0.063
C 2.757 -2.416 2.195 -0.166 -0.058 0.137 -0.049
C 0.231 0.494 -0.147 -0.238 -0.185 0.106 -0.227
O 1.324 1.233 0.296 0.033 0.032 -0.097 0.037
C -0.879 1.261 -0.892 0.038 0.018 -0.076 -0.270
C -0.507 1.966 -2.215 0.052 0.043 0.037 -0.096
C 0.453 3.154 -2.159 -0.132 0.159 -0.121 -0.269
N 0.510 3.777 -3.480 0.012 -0.236 -0.098 0.022
N -1.473 2.244 0.035 -0.082 -0.287 0.076 0.046
C -0.719 3.138 0.922 -0.035 0.158 -0.055 -0.195
C -0.536 2.642 2.355 0.006 0.127 0.007 -0.196
C -1.768 2.803 3.248 0.075 0.048 0.030 -0.253
C -1.396 2.845 4.728 0.038 -0.101 -0.018 -0.105
H -1.910 0.192 1.795 -0.080 0.138 -0.010 0.066
H -3.689 0.955 -0.150 0.077 0.087 0.071 0.136
H -3.769 -0.744 -0.445 -0.055 0.118 -0.023 0.115
H -2.372 -1.845 -1.521 0.048 -0.077 0.070 0.042
H -0.625 -0.618 -3.959 -0.025 0.083 -0.091 -0.130
H -0.407 -4.928 0.606 0.010 0.011 -0.031 0.039
H 0.828 -3.953 1.445 0.040 -0.017 -0.020 0.010
H -0.728 -4.275 2.210 0.008 0.019 -0.019 0.057
H -2.845 -3.976 0.994 -0.083 0.041 -0.004 0.060
H -3.424 -2.596 0.077 0.008 -0.109 0.095 0.022
H -2.523 -3.913 -0.734 0.044 0.001 0.016 0.051
H 2.293 -4.058 -1.196 -0.052 0.030 0.078 0.093
H 0.828 -0.687 -2.891 -0.018 0.098 -0.003 0.053
H 2.107 -1.618 -2.192 -0.027 0.129 0.113 0.050
H 2.714 1.159 -1.671 -0.074 -0.008 0.020 0.121
H 4.186 -1.016 -2.443 0.014 0.018 0.044 0.079
H 4.705 0.641 -2.761 -0.023 0.017 -0.053 0.091
H 3.867 -0.265 -4.017 -0.018 -0.076 0.035 0.098
H 3.754 -0.436 0.326 0.116 -0.361 0.173 0.152
H 1.007 -1.414 3.580 -0.009 0.007 0.008 0.102
H -0.104 -0.738 2.417 0.068 -0.013 0.073 0.025
H 1.427 0.106 2.773 0.039 -0.058 0.020 0.099
H 3.232 -3.041 1.443 0.037 0.015 0.005 0.092
H 2.369 -3.058 2.987 0.029 -0.002 -0.011 0.098
H 3.507 -1.753 2.638 0.012 -0.009 -0.023 0.105
H -0.250 0.090 0.742 -0.004 0.003 -0.096 0.084
H 1.432 2.025 -0.248 0.020 -0.059 0.012 0.081
H -1.441 2.392 -2.580 -0.006 -0.054 -0.083 0.133
H -0.194 1.262 -2.984 0.099 -0.039 0.059 0.088
H 1.461 2.889 -1.806 -0.002 -0.066 -0.008 0.092
H 0.039 3.894 -1.474 0.150 -0.009 0.094 0.105
H 0.407 3.073 -4.203 0.048 0.020 0.029 0.068
H 1.412 4.207 -3.646 -0.095 0.131 0.070 0.078
H -2.132 2.778 -0.516 -0.033 0.015 0.102 0.135
H 0.244 3.454 0.509 -0.005 -0.074 0.051 0.093
H -1.308 4.058 0.980 0.009 -0.004 -0.064 0.130
H 0.275 3.232 2.795 0.023 -0.039 -0.016 0.124
H -0.192 1.604 2.357 0.013 0.066 0.054 0.070
H -2.272 3.736 2.979 -0.064 -0.047 0.023 0.110
H -2.486 2.000 3.077 -0.046 0.005 -0.114 0.088
H -0.888 3.778 4.978 0.013 -0.015 -0.015 0.077
H -2.274 2.759 5.367 0.002 0.034 -0.004 0.073
H -0.717 2.027 4.984 -0.047 -0.015 0.012 0.071
```
Positions in Å, forces in eV/Å.